# 1
Here is a 12-piece molecular cluster, H24O12 overall at a distorted geometry from the Open Molecules 2025 dataset. Energies are from ωB97M-V/def2-TZVPD.

Last column: natural (NBO) charge in e.
Cartesian coordinates (Å):
O (-2.1549, -1.9197, 2.0289)  -0.9518
H (-3.0565, -2.2332, 1.8705)  0.4771
H (-1.8687, -1.7866, 1.1235)  0.4757
O (-3.4889, -2.7352, -0.4558)  -0.9494
H (-2.9929, -1.9100, -0.4312)  0.4812
H (-2.8742, -3.4676, -0.4352)  0.4706
O (3.4909, 0.2519, -1.9404)  -0.9222
H (2.6251, 0.6611, -1.8035)  0.4557
H (3.2257, -0.2997, -2.6774)  0.4670
O (1.1691, 1.7855, 0.7291)  -0.9198
H (0.5897, 1.3934, 0.0631)  0.4430
H (1.8480, 1.0919, 0.7284)  0.5063
O (1.4109, 3.5142, -1.2241)  -0.9733
H (1.2860, 2.7462, -0.6432)  0.4618
H (1.4635, 4.2017, -0.5500)  0.4729
O (-1.8286, 0.3138, 1.2219)  -0.9285
H (-1.9584, 0.5360, 2.1586)  0.4749
H (-1.2512, 1.1003, 1.2065)  0.4509
O (2.6341, -4.1777, -0.0226)  -0.9237
H (2.5529, -4.5851, -0.8878)  0.4620
H (2.4319, -3.2634, -0.2251)  0.4619
O (-0.1051, -2.6773, 3.8326)  -0.9599
H (-0.0024, -3.6280, 3.7699)  0.4665
H (-1.0365, -2.4472, 3.7467)  0.4905
O (-1.1744, -0.5645, -1.6196)  -0.9256
H (-0.5983, 0.1534, -1.4186)  0.4608
H (-0.6699, -1.3493, -1.8252)  0.4665
O (-1.2015, 2.0401, -2.7626)  -0.9780
H (-0.3517, 2.3220, -2.4224)  0.4783
H (-1.7008, 2.7210, -3.2107)  0.4975
O (3.3724, 0.3604, 1.8912)  -0.9577
H (3.9098, 0.1706, 1.1134)  0.4824
H (3.8959, 0.8745, 2.4981)  0.4855
O (-2.5565, 3.8687, -1.3552)  -0.9608
H (-3.1459, 3.1148, -1.3916)  0.4853
H (-1.8887, 3.8231, -0.6805)  0.4766

Values from the calculation:
highest occupied orbital energy = -10.6148 eV
gap between HOMO and LUMO = 10.05 eV
SMILES string = O.O.O.O.O.O.O.O.O.O.O.O
energy = -24958.0038 eV
ΔE to the lowest compared entry with this formula, charge and spin = 356.1 kJ/mol



# 2
Here is C20H26N2O2SiY as an isolated structure at a distorted geometry from the Open Molecules 2025 dataset. Energies are from ωB97M-V/def2-TZVPD.

Last column: natural (NBO) charge in e.
Cartesian coordinates (Å):
C (0.9721, 1.6210, -0.2493)  -0.3740
C (-0.1787, 1.6461, -1.0887)  -0.2910
C (-1.3290, 1.3459, -0.2996)  -0.4082
H (-0.1989, 1.9081, -2.1456)  0.2707
C (-0.8975, 1.1833, 1.0529)  -0.4042
C (0.5319, 1.3467, 1.0818)  -0.3638
H (1.1534, 1.3675, 1.9792)  0.2523
H (2.0039, 1.7878, -0.5696)  0.2610
H (-2.3591, 1.3362, -0.6565)  0.2625
H (-1.5413, 1.1173, 1.9334)  0.2450
Y (0.0698, -0.6824, -0.2146)  1.8571
C (-1.1036, -2.8466, -3.6246)  -1.0792
H (-1.7562, -3.1007, -2.7851)  0.2109
H (-0.3664, -3.6449, -3.7533)  0.2280
H (-1.7276, -2.7752, -4.5243)  0.2481
Si (-0.2341, -1.1398, -3.3264)  1.3767
C (1.4542, -1.1134, -4.1623)  -0.4951
C (2.1242, 0.1286, -4.1514)  -0.1559
H (1.5553, 1.0582, -4.0533)  0.2022
C (3.5172, 0.1872, -4.2123)  -0.2261
H (4.0173, 1.1489, -4.0809)  0.2165
C (4.2423, -0.9840, -4.4463)  -0.2141
H (5.3327, -0.9483, -4.4625)  0.2225
C (3.5590, -2.1845, -4.6594)  -0.2113
H (4.1199, -3.0874, -4.9129)  0.2197
C (2.1636, -2.2573, -4.5417)  -0.2102
H (1.6235, -3.1867, -4.7438)  0.2181
C (-1.3238, 0.1278, -4.1188)  -0.4077
C (-0.8333, 0.8889, -5.1833)  -0.2325
H (0.1070, 0.6238, -5.6791)  0.2286
C (-1.5336, 2.0297, -5.5912)  -0.1928
H (-1.1107, 2.6796, -6.3559)  0.2213
C (-2.7597, 2.3477, -4.9995)  -0.2084
H (-3.2997, 3.2454, -5.2982)  0.2237
C (-3.2940, 1.5223, -3.9999)  -0.2126
H (-4.2661, 1.7423, -3.5599)  0.2162
C (-2.5683, 0.4172, -3.5428)  -0.2365
H (-2.9557, -0.2063, -2.7282)  0.2037
H (-0.8681, -1.5083, -1.8553)  -0.4059
H (0.4705, -0.1774, -2.3039)  -0.2753
C (2.0391, -2.1839, 3.9436)  -0.2594
O (0.6205, -2.4993, 3.7349)  -0.4593
C (0.1741, -2.1102, 2.5594)  0.9203
O (0.9079, -1.5895, 1.6694)  -0.7471
N (-1.1390, -2.3040, 2.3615)  -0.4541
N (-1.6820, -1.8976, 1.0970)  -0.6668
H (2.1899, -1.1002, 3.8611)  0.2074
H (2.6466, -2.7101, 3.1981)  0.2111
H (2.2583, -2.5362, 4.9530)  0.2261
H (-1.6761, -2.7937, 3.0687)  0.4285
H (-2.0643, -2.7267, 0.6306)  0.4037
H (-2.4977, -1.3011, 1.2734)  0.4094

Values from the calculation:
highest occupied orbital energy = -10.5863 eV
gap between HOMO and LUMO = 7.40 eV
net charge = +1
energy = -37151.3655 eV
ΔE to the lowest compared entry with this formula, charge and spin = 6.4 kJ/mol



# 3
Here is a 2-piece molecular cluster, CH2O3S2 overall at a distorted geometry from the Open Molecules 2025 dataset. Energies are from ωB97M-V/def2-TZVPD.

Last column: natural (NBO) charge in e.
Cartesian coordinates (Å):
C (1.2992, -0.6183, -0.3577)  0.2153
O (-2.0352, 1.3195, 0.7038)  -0.8209
O (-2.2918, -0.4954, -0.9672)  -0.8185
O (0.8527, -1.4193, 0.4553)  -0.5496
S (1.6917, 1.0559, -0.1006)  0.0107
S (-2.5888, 0.0255, 0.3470)  1.6395
H (1.4264, -0.9682, -1.4356)  0.1535
H (1.6458, 1.1004, 1.3551)  0.1701

Values from the calculation:
highest occupied orbital energy = -10.2943 eV
gap between HOMO and LUMO = 9.10 eV
energy = -28881.2900 eV
ΔE to the lowest compared entry with this formula, charge and spin = 15.2 kJ/mol



# 4
Here is a 2-piece molecular cluster, C4H13N2 overall at a distorted geometry from the Open Molecules 2025 dataset. Energies are from ωB97M-V/def2-TZVPD.

Last column: natural (NBO) charge in e.
Cartesian coordinates (Å):
C (1.6842, 1.1013, -1.0074)  -0.4280
N (0.1755, 0.7545, -1.0212)  -0.5581
C (-0.2564, -0.1205, -2.0498)  -0.4453
H (1.7756, 1.8563, -0.2462)  0.2318
H (2.1008, 0.1731, -0.6655)  0.2261
H (2.0133, 1.3982, -2.0103)  0.2076
H (-0.3748, 1.6002, -1.2062)  0.3984
H (-0.1040, 0.4910, -0.0315)  0.4797
H (-0.1234, 0.3295, -3.0641)  0.2042
H (-1.2939, -0.4944, -1.9438)  0.2391
H (0.4678, -0.9596, -2.0711)  0.2177
C (-1.7299, -0.9607, 1.5924)  -0.4230
C (0.4609, -0.4282, 2.2672)  -0.4303
N (-0.5216, -0.1222, 1.4970)  -0.6961
H (-2.5155, -0.4086, 2.1282)  0.1786
H (-1.4603, -1.8887, 2.0909)  0.1683
H (-2.0443, -1.2153, 0.6109)  0.1562
H (1.3808, 0.1122, 2.1332)  0.1374
H (0.3652, -1.2181, 2.9973)  0.1358

Values from the calculation:
highest occupied orbital energy (spin up / spin down) = -2.9145 / -8.0499 eV
gap between HOMO and LUMO (spin up / spin down) = 3.27 / 8.22 eV
spin multiplicity = 2
energy = -7334.4830 eV
ΔE to the lowest compared entry with this formula, charge and spin = 270.0 kJ/mol



# 5
Here is one molecule with the formula C3H9N3S at a distorted geometry from the Open Molecules 2025 dataset. Energies are from ωB97M-V/def2-TZVPD.

Last column: natural (NBO) charge in e.
Cartesian coordinates (Å):
C (1.6794, -0.7883, 1.1514)  -0.4099
N (0.9939, 0.4961, 1.2084)  -0.6188
C (-0.1767, 0.6620, 0.4656)  0.5541
N (-1.2203, 1.0827, 1.0843)  -0.6623
S (-2.5781, 1.6578, 0.2304)  0.1619
N (-0.0484, 0.4430, -0.9053)  -0.6534
C (-0.8246, -0.6225, -1.5063)  -0.4184
H (1.9322, -1.0085, 0.1180)  0.1902
H (2.5820, -0.7107, 1.7287)  0.2095
H (1.0715, -1.6371, 1.5466)  0.1799
H (0.8217, 0.8176, 2.1605)  0.3922
H (-2.0457, 1.8638, -0.9741)  0.0893
H (0.9342, 0.4431, -1.2282)  0.3857
H (-0.7364, -0.5673, -2.6021)  0.2034
H (-0.5001, -1.6079, -1.2055)  0.1775
H (-1.8849, -0.5237, -1.2723)  0.2193

Values from the calculation:
highest occupied orbital energy = -7.9181 eV
gap between HOMO and LUMO = 8.74 eV
SMILES string = CNC(=NS)NC
energy = -18561.7826 eV
ΔE to the lowest compared entry with this formula, charge and spin = 86.5 kJ/mol



# 6
Here is a 2-piece molecular cluster, C4H12OS overall at a distorted geometry from the Open Molecules 2025 dataset. Energies are from ωB97M-V/def2-TZVPD.

Last column: natural (NBO) charge in e.
Cartesian coordinates (Å):
C (-0.0111, -2.3376, 2.1009)  -0.6298
C (1.0345, -1.3525, 1.5950)  -0.0614
O (0.5113, -0.0386, 1.4734)  -0.7316
H (-0.8401, -2.2742, 1.3933)  0.2132
H (-0.3032, -2.0854, 3.1139)  0.2045
H (0.4113, -3.3400, 2.0713)  0.2094
H (1.9433, -1.3346, 2.2191)  0.1561
H (1.4660, -1.6714, 0.6473)  0.1696
H (0.6599, 0.4551, 2.2908)  0.4711
C (-0.7046, 2.9298, -1.8739)  -0.7598
S (0.1163, 1.6593, -2.8272)  0.1630
C (-0.3413, 0.1239, -1.9165)  -0.7168
H (-1.1017, 2.5586, -0.9684)  0.2212
H (-0.0385, 3.7661, -1.6301)  0.2191
H (-1.5653, 3.4525, -2.3309)  0.2107
H (-0.6853, -0.5714, -2.6813)  0.2164
H (-1.1363, 0.2301, -1.1835)  0.2265
H (0.5849, -0.1696, -1.4931)  0.2185

Values from the calculation:
highest occupied orbital energy = -8.1929 eV
gap between HOMO and LUMO = 9.01 eV
SMILES string = CCO.CSC
energy = -17224.4774 eV
ΔE to the lowest compared entry with this formula, charge and spin = 103.0 kJ/mol



- Which value of energy does entry 4 give?
  -7334.4830 eV